1) A molecular structure, H29O15, computed with the ωB97M-V functional and the def2-TZVPD basis.

Properties
Gap between HOMO and LUMO: 8.82 eV
Net charge: -1

Last column: natural (NBO) charge in e.
Cartesian coordinates (Å):
O 0.27 -1.66 -0.56  -1.080
H 0.44 -3.34 0.28  0.543
H -2.99 2.00 -1.00  0.485
O -1.02 0.24 0.60  -1.133
H -1.88 0.51 0.12  0.457
H -1.53 3.87 0.94  0.472
O -2.00 1.82 -1.24  -0.964
H -1.07 2.68 1.97  0.499
H -2.62 -1.06 -0.59  0.493
O -0.50 -3.51 -3.34  -0.963
H 2.25 0.40 -0.21  0.503
H 0.32 -3.01 -3.04  0.489
O 2.50 -2.86 2.06  -0.956
H 1.85 -3.56 2.30  0.475
H -1.82 -0.57 4.77  0.459
O 1.26 3.06 -2.02  -0.964
H -0.08 0.96 0.23  0.493
H 1.46 2.70 -1.09  0.477
O -4.54 0.00 -2.51  -0.919
H 2.33 -2.55 1.20  0.480
H -0.53 -1.06 -0.07  0.519
O 0.72 -4.20 0.25  -1.075
H -4.57 0.80 -2.88  0.441
H 0.93 -1.04 -0.31  0.458
O 2.77 -0.29 -0.67  -0.993
H -1.17 0.63 4.64  0.473
H -1.93 1.24 -1.97  0.492
O 0.90 1.38 0.51  -1.082
H -0.77 -3.99 -2.53  0.477
O 1.88 2.02 3.22  -0.975
H 1.12 2.17 2.45  0.491
H 0.86 2.27 0.47  0.434
O 4.65 1.54 -0.53  -0.938
H 3.88 1.80 -0.04  0.457
H 4.31 1.09 -1.25  0.480
O -1.94 0.28 5.14  -0.932
H -3.95 -0.49 -3.17  0.479
H 0.55 -5.09 0.16  0.510
O -2.49 -1.02 -1.54  -1.007
H 2.11 -0.83 -1.19  0.466
H 2.68 1.75 2.70  0.470
O -1.24 3.73 1.84  -0.972
H -1.74 -1.60 -1.93  0.510
H 0.34 2.80 -2.20  0.473

***

2) 15 unconnected molecules or ions with the total composition H29O15, computed with the ωB97M-V functional and the def2-TZVPD basis.

Properties
Gap between HOMO and LUMO: 9.05 eV
Net charge: -1

Last column: natural (NBO) charge in e.
Cartesian coordinates (Å):
O 1.51 -3.50 -2.28  -0.946
H -1.66 0.48 0.31  0.482
H -2.23 0.52 -3.36  0.463
O -0.49 -1.85 4.78  -0.982
H -0.95 -1.14 4.26  0.464
H 0.78 -1.38 1.91  0.482
O -1.31 0.56 -3.16  -0.925
H 1.50 -0.66 2.75  0.478
H -2.42 4.55 2.09  0.457
O -3.02 2.67 -2.35  -0.945
H 2.64 2.83 -3.25  0.456
H -2.47 2.46 -3.06  0.480
O -0.48 -1.61 -0.80  -1.079
H -1.10 -1.71 -0.15  0.441
H 0.06 -5.01 -0.42  0.474
O 3.16 0.91 -1.59  -0.952
H 0.27 -2.17 4.30  0.506
H 3.65 0.48 -2.17  0.457
O 2.52 4.13 -0.16  -0.957
H 0.34 -1.21 -0.19  0.487
H 1.39 -2.89 -1.60  0.479
O -2.43 1.02 0.77  -0.958
H 2.03 3.67 -0.82  0.470
H 0.58 -3.80 -2.40  0.467
O 1.12 -0.30 0.40  -1.166
H -1.40 -4.72 0.00  0.479
H -1.13 0.41 -2.35  0.466
O 1.90 2.40 -3.52  -0.942
H -2.52 2.83 -1.63  0.462
O -2.71 -2.61 1.45  -0.924
H -2.50 -2.24 2.24  0.468
H 1.77 1.72 -2.95  0.481
O 2.50 0.80 2.26  -0.988
H 1.89 0.43 1.59  0.484
H 3.25 0.19 2.33  0.469
O -0.80 -5.49 -0.03  -0.955
H 2.53 3.43 0.63  0.487
H -3.06 0.89 -0.04  0.468
O -1.70 4.19 1.66  -0.930
H 2.74 0.35 -1.01  0.497
H -3.26 -1.97 1.10  0.458
O 1.12 -1.60 2.75  -1.006
H -2.09 3.69 0.86  0.473
H 0.49 0.25 0.84  0.422

***

The most stable arrangement is 2), and the next structure is 0.0242 hartree less stable.